(1)
Below is the molecule C4H9NO2 at a distorted geometry, with properties calculated with ωB97M-V/def2-TZVPD.

The geometry in XYZ format:
```
16
Properties=species:S:1:pos:R:3:forces:R:3:lowdin_charge:R:1
O -0.263621 1.916561 0.609677 -0.877 0.247 -0.050 0.112
O 0.156604 1.332915 -1.522581 -0.746 -0.452 -0.494 0.089
N -1.768964 -0.858807 0.355727 -0.111 0.337 -0.656 0.036
C -0.277179 1.090287 -0.256634 2.241 -1.121 0.679 -0.467
C 1.808214 -1.708779 0.083125 1.418 -1.222 1.512 -0.135
C -0.418660 -0.459100 -0.040974 0.397 -0.382 1.580 -0.293
C 0.684272 -1.167445 0.928955 -1.965 0.898 -1.601 -0.188
H -0.257169 -0.899704 -1.001508 0.035 -0.228 -0.711 0.111
H -2.065030 -0.685754 1.309408 0.559 0.298 0.048 0.079
H 0.142012 -2.010853 1.457690 0.692 1.170 -0.438 0.127
H -2.357379 -0.298359 -0.244713 -0.744 -0.268 0.108 0.070
H 1.484824 -2.569909 -0.484315 -0.209 -0.041 -0.531 0.064
H 0.128808 2.261330 -1.789140 0.099 0.161 0.578 0.122
H 2.507569 -2.180450 0.855656 -0.268 0.782 -1.255 0.094
H 1.089142 -0.417447 1.586451 -0.157 0.122 0.693 0.095
H 2.342070 -0.989909 -0.568891 -0.363 -0.300 0.538 0.086
```
Forces are in eV/Å.

Results
**Relative energy (zero: lowest compared OMol25 entry of this formula, charge and spin)**: 29.4 kcal per mole
**E**: -363.03867 Eh
**Orbital gap**: 10.18 eV
**Highest occupied orbital energy**: -9.49 eV
**LUMO level**: 0.691 eV
**Structure (SMILES)**: CC[C@@H](N)C(=O)O


(2)
Below is the molecule C6H9N at a distorted geometry, with properties calculated with ωB97M-V/def2-TZVPD.

The geometry in XYZ format:
```
16
Properties=species:S:1:pos:R:3:forces:R:3:lowdin_charge:R:1
N 0.073337 1.913152 2.037099 0.117 -0.264 -0.833 0.172
C -1.289618 -1.266338 0.278525 -0.119 0.052 0.108 -0.050
C 1.044952 -0.079449 0.721766 0.727 0.015 0.547 -0.203
C 0.193420 -1.131698 0.076291 -0.322 0.202 -0.151 -0.242
C 0.418399 1.114796 1.269652 0.710 -0.661 3.084 -0.284
C 0.751144 -0.000117 -0.745576 0.845 0.815 1.802 -0.297
C 0.004571 1.411325 -0.854766 -0.377 -2.533 -4.653 -0.094
H -0.997447 1.771577 -0.635208 0.136 -1.071 0.703 0.071
H -1.517036 -1.767728 1.221276 -0.009 0.006 -0.065 0.085
H -1.727000 -1.844883 -0.543043 0.035 0.096 0.167 0.085
H 2.054970 -0.306886 1.004603 0.112 -0.239 0.725 0.136
H -1.759091 -0.279801 0.297651 -0.028 -0.133 0.028 0.079
H -0.233541 0.484782 -1.725254 -0.615 4.030 -0.891 0.152
H 0.708864 2.279444 -0.919457 -0.473 -1.239 -0.809 0.096
H 1.546725 -0.210393 -1.481916 -0.619 0.400 0.457 0.148
H 0.727351 -2.087782 -0.001644 -0.122 0.526 -0.218 0.148
```
Forces are in eV/Å.

Results
**Relative energy (zero: lowest compared OMol25 entry of this formula, charge and spin)**: 122.9 kcal per mole
**E**: -288.58618 Eh
**Orbital gap**: 9.30 eV
**Highest occupied orbital energy**: -8.53 eV
**LUMO level**: 0.763 eV
**Structure (SMILES)**: C[C@@H]1[C@H](C)[C@@H]1C#N


(3)
Below is a cluster of 2 separate species, C6H10NO2S in total at a distorted geometry, with properties calculated with ωB97M-V/def2-TZVPD.

The geometry in XYZ format:
```
20
Properties=species:S:1:pos:R:3:forces:R:3:lowdin_charge:R:1
S -0.885872 1.092670 0.311610 -1.331 0.686 -0.845 0.920
O -1.147992 2.116914 -1.806142 0.241 -0.891 2.374 -0.542
O -0.528611 1.977127 1.414794 0.451 1.304 0.116 -0.448
N -2.333707 -2.153520 -0.109984 -0.303 0.597 -0.154 0.099
C 0.344589 -0.422755 -1.508228 -2.450 -0.948 -0.918 -0.115
C 0.774845 -1.119403 0.943003 1.905 1.072 -1.777 -0.059
C 1.681044 1.007060 0.090510 -0.557 -1.211 2.397 -0.101
C 0.501081 0.019944 -0.097631 1.473 -0.022 2.395 -0.685
C -2.088728 0.091355 0.993180 -0.955 1.810 -0.424 -0.318
C -2.299383 -1.063046 0.303795 0.041 -3.166 -0.658 -0.437
H 1.361851 1.782314 -0.498595 0.563 2.238 -2.352 0.027
H 2.623182 0.439287 -0.136599 -0.758 1.125 0.226 0.104
H 1.544901 1.519653 1.120629 1.023 -1.420 -1.305 0.100
H 0.852521 -0.929442 1.983237 -0.078 1.140 0.875 0.074
H -3.024584 0.662098 1.135406 0.638 -0.069 0.310 0.073
H 0.097622 -1.868846 0.843749 -2.067 -2.333 -0.412 0.013
H -0.086416 -1.443327 -1.545070 0.443 0.317 0.043 0.078
H 1.268076 -0.391759 -2.021451 1.058 -0.014 -0.647 0.063
H 1.766687 -1.528729 0.644442 -0.497 0.127 0.089 0.093
H -0.421100 0.212406 -2.060652 1.158 -0.342 0.667 0.062
```
Forces are in eV/Å.

Results
**Relative energy (zero: lowest compared OMol25 entry of this formula, charge and spin)**: 125.7 kcal per mole
**E**: -837.86044 Eh
**Orbital gap (spin up / spin down)**: 7.78 / 7.01 eV
**Total charge**: -1
**Highest occupied orbital energy (spin up / spin down)**: -4.20 / -4.43 eV
**LUMO level (spin up / spin down)**: 3.581 / 2.577 eV


(4)
Below is a cluster of 2 separate species, C3H4Cl3NO3 in total at a distorted geometry, with properties calculated with ωB97M-V/def2-TZVPD.

The geometry in XYZ format:
```
14
Properties=species:S:1:pos:R:3:forces:R:3:lowdin_charge:R:1
Cl 2.229276 0.544713 1.416092 -0.633 -0.808 -0.345 0.471
Cl 2.346914 -0.817973 -1.351052 -0.576 0.241 0.448 0.786
Cl -1.039329 -2.583348 -0.934809 0.996 1.563 0.834 0.019
O -1.657928 -0.445879 1.739667 1.724 -0.291 -0.913 0.127
O 1.915100 -2.223583 0.673713 -0.692 0.801 0.066 -0.009
O -0.144739 -1.922520 2.191644 -0.251 1.149 -1.002 0.042
N -0.591260 -0.985571 1.492119 -0.863 -1.205 2.521 -0.349
C -0.307897 0.669779 -0.329071 -0.664 -0.937 -2.430 -0.071
C 0.247350 -0.518020 0.368277 -3.702 0.454 -1.521 -0.369
C 1.524974 -1.069938 0.162379 3.337 -1.975 0.002 -1.030
H -0.125239 0.752533 -1.431163 0.734 -0.488 1.070 0.117
H 1.257312 -2.509784 1.372389 0.233 0.383 -0.320 0.115
H -1.381797 0.729729 -0.342987 -0.474 -0.567 0.708 0.093
H 0.022795 1.534441 0.139230 0.830 1.680 0.882 0.059
```
Forces are in eV/Å.

Results
**Relative energy (zero: lowest compared OMol25 entry of this formula, charge and spin)**: 61.1 kcal per mole
**E**: -1777.56122 Eh
**Orbital gap (spin up / spin down)**: 6.57 / 6.58 eV
**Highest occupied orbital energy (spin up / spin down)**: -10.46 / -10.47 eV
**LUMO level (spin up / spin down)**: -3.891 / -3.890 eV


(5)
Below is a structure of composition C3H7NO2, with properties calculated with ωB97M-V/def2-TZVPD.

The geometry in XYZ format:
```
13
Properties=species:S:1:pos:R:3:forces:R:3:lowdin_charge:R:1
O -2.246306 0.307523 -0.683428 0.047 -0.004 0.015 -0.001
O 0.992046 -0.696229 1.444646 -0.158 -0.218 -0.027 -0.057
N -0.847403 -1.178635 -1.115295 0.151 0.079 -0.016 0.102
C -0.995082 0.031961 -0.628122 0.104 -0.091 -0.081 -0.553
C 0.035228 0.962965 -0.066775 -0.028 -0.020 0.061 -0.089
C 1.280666 0.224280 0.418133 0.130 0.252 -0.266 -0.276
H 0.036496 -1.608838 -1.361368 -0.122 0.103 0.078 0.084
H 1.993237 0.940034 0.837758 -0.110 -0.087 -0.070 0.121
H -2.137004 -0.883434 -1.215119 -0.062 0.041 0.015 0.211
H 1.778109 -0.264563 -0.436711 -0.067 0.044 0.158 0.115
H 0.356639 -1.337350 1.095084 0.109 0.062 0.142 0.077
H 0.293697 1.693880 -0.843399 -0.039 -0.109 0.091 0.134
H -0.431046 1.511913 0.756507 0.045 -0.052 -0.101 0.131
```
Forces are in eV/Å.

Results
**Relative energy (zero: lowest compared OMol25 entry of this formula, charge and spin)**: 58.6 kcal per mole
**E**: -323.68765 Eh
**Orbital gap**: 10.92 eV
**Highest occupied orbital energy**: -10.15 eV
**LUMO level**: 0.771 eV


(6)
Below is a structure of composition C16H25Br33P, with properties calculated with ωB97M-V/def2-TZVPD.

The geometry in XYZ format:
```
75
Properties=species:S:1:pos:R:3:forces:R:3:lowdin_charge:R:1
Br 0.331919 4.535031 -7.930283 -0.052 -0.135 -0.052 0.566
Br -4.256601 -5.114997 4.980290 -0.047 -0.142 0.162 0.581
Br 0.789443 4.045016 0.547480 0.037 0.173 -0.071 0.597
Br -0.893363 -6.099077 7.107921 -0.120 -0.109 0.069 0.600
Br -6.750850 -5.904367 1.866585 -0.116 0.118 0.050 0.530
Br 0.535689 -3.321748 6.724410 0.074 0.182 0.078 0.568
Br 1.037719 -1.706608 -2.108680 -0.026 -0.299 -0.120 0.593
Br -2.143167 -6.715199 3.251491 0.145 -0.100 -0.002 0.638
Br 6.645621 3.325873 -4.065391 0.174 0.005 0.019 0.611
Br -2.969600 -3.737880 2.480974 0.167 0.223 -0.246 0.570
Br -6.144025 -8.798539 0.745375 -0.045 -0.148 -0.063 0.624
Br 8.368671 7.837120 -5.908602 -0.029 0.146 0.070 0.591
Br 0.276765 2.270677 3.103578 0.006 -0.019 0.237 0.585
Br -2.011758 2.611005 0.937043 -0.230 -0.004 -0.064 0.564
Br -2.645286 -4.642627 -2.754757 0.137 -0.028 0.097 0.549
Br -5.544435 -3.461894 -2.209073 -0.125 0.037 0.149 0.552
Br 2.723654 0.007852 -4.165913 0.080 -0.049 -0.221 0.651
Br 10.233968 5.295761 -6.220207 0.118 -0.067 0.049 0.584
Br 10.893836 8.729133 -9.679854 -0.040 0.141 0.058 0.569
Br -0.664509 -0.897370 1.001939 -0.192 -0.065 0.091 0.571
Br -4.854899 -4.758741 -5.013714 -0.067 -0.062 -0.116 0.608
Br 0.902729 -2.321946 3.372179 0.017 -0.098 0.083 0.579
Br 0.793915 1.441851 -2.117617 -0.110 0.100 0.016 0.593
Br 7.963098 5.849668 -8.337240 -0.185 -0.040 -0.175 0.606
Br 10.695185 6.556750 -11.979314 -0.050 -0.034 -0.137 0.577
Br 3.687023 3.966989 -3.137421 -0.104 0.024 0.157 0.552
Br -4.147449 -6.404934 0.145721 0.011 -0.027 -0.296 0.517
Br 12.825159 6.217783 -9.655001 0.140 -0.059 0.038 0.569
Br 2.438659 -0.436086 1.345748 0.256 0.163 -0.044 0.648
Br 1.304149 6.304545 -5.498503 -0.008 0.039 0.215 0.546
Br 4.424684 4.054182 -6.210533 0.033 0.072 -0.224 0.584
Br 1.680955 -5.886666 5.287306 0.126 -0.094 -0.138 0.602
Br 1.860358 7.255533 -8.460063 0.082 0.085 -0.097 0.583
P -5.837869 -1.360751 4.050252 0.116 -0.265 0.002 1.085
C -5.378985 -7.173796 1.388250 0.041 0.052 0.139 -1.663
C -2.532306 -0.356648 4.118719 -0.029 0.124 -0.252 -0.119
C 1.007025 -1.675454 1.571686 -0.251 -0.092 -0.182 -1.588
C -3.026819 -1.618285 6.228375 -0.204 -0.329 0.192 -0.085
C -4.410216 0.486017 5.653836 -0.211 0.044 0.040 -0.196
C -5.397028 0.326267 4.474625 0.016 0.186 -0.014 -0.364
C 1.953524 -0.054265 -2.419048 0.076 0.119 0.162 -1.637
C 8.481742 6.021676 -6.498391 -0.037 -0.054 0.034 -1.650
C -3.052611 -0.242047 5.555857 0.362 0.221 -0.232 -0.398
C -4.182169 -3.777348 -3.520249 0.102 0.087 -0.065 -1.656
C -2.663933 -4.997216 3.887045 -0.136 0.024 0.304 -1.603
C 4.785666 3.231206 -4.526671 -0.018 -0.081 0.006 -1.657
C 0.793911 -5.225910 6.841386 -0.112 0.040 -0.014 -1.620
C 0.657742 6.318253 -7.301124 -0.025 0.001 -0.028 -1.663
C -0.122690 2.520056 1.245842 0.223 -0.071 0.012 -1.720
C 11.091539 6.879355 -10.132914 -0.022 -0.055 0.084 -1.693
H -0.286252 6.843592 -7.311542 0.005 0.003 0.004 -0.029
H -6.344515 0.833529 4.681869 0.146 0.040 0.003 0.099
H -4.258235 1.567765 5.711907 0.096 -0.109 0.029 0.125
H -2.050834 -1.898525 6.629580 0.027 0.347 -0.037 0.038
H -3.741711 -1.715095 7.053813 0.082 0.094 -0.070 0.089
H -3.296136 -0.715989 3.411987 0.095 -0.159 0.133 0.028
H -1.871386 -4.620361 4.524283 -0.005 0.017 -0.047 -0.058
H -4.898605 0.199234 6.592070 -0.031 0.064 -0.148 0.116
H 10.368023 6.330543 -9.548340 0.008 -0.011 0.005 -0.125
H -5.738528 -1.628858 2.694146 -0.005 0.020 -0.226 0.008
H 4.529835 2.184587 -4.609488 0.010 0.013 0.013 -0.097
H -5.047807 -2.313465 4.670242 0.088 -0.192 0.115 -0.062
H 1.186989 -2.517113 0.916002 0.049 0.000 0.043 -0.038
H -2.354183 0.411430 6.090232 -0.068 -0.155 0.042 0.139
H -3.237668 -2.417019 5.517695 -0.150 -0.053 -0.110 0.000
H -1.710841 -1.071776 4.051765 -0.024 0.070 0.062 0.023
H -3.852217 -2.812204 -3.876867 -0.005 -0.005 -0.014 -0.028
H 2.757597 0.007700 -1.698514 -0.006 0.002 -0.005 -0.050
H 7.781801 5.439152 -5.914338 0.017 -0.006 -0.001 -0.091
H 0.242592 1.644486 0.723183 -0.006 0.078 -0.012 -0.161
H -4.833245 -7.398450 2.294188 -0.004 -0.004 0.023 -0.077
H -7.148018 -1.664878 4.386636 -0.206 -0.028 0.087 0.008
H 1.414397 -5.416651 7.705740 0.000 -0.010 -0.005 -0.019
H -4.992101 0.748137 3.549409 0.004 0.059 0.166 0.094
H -2.172706 0.583048 3.690961 -0.065 0.043 0.195 0.034
```
Forces are in eV/Å.

Results
**E**: -85908.08668 Eh
**Orbital gap**: 7.86 eV
**Total charge**: +1
**Highest occupied orbital energy**: -10.80 eV
**LUMO level**: -2.944 eV